DFT (ωB97M-V/def2-TZVPD) results for a cluster of 7 separate species, CH14O5S2 in total at a distorted geometry.

E_LUMO, Ha: -0.205
Net charge: 0
Energy above the lowest of the compared OMol25 structures with the same formula, charge and spin, eV: 6.289
HOMO energy, eV: -9.299

Each line ends with the Löwdin charge.
CARTESIAN COORDINATES (ANGSTROEM)
C -0.010 0.195 1.635  -0.48
S 1.732 -0.151 1.647  0.92
S -1.895 -0.539 -1.254  0.56
H -0.493 -0.298 0.796  -0.04
H -0.337 -0.315 2.548  0.06
H -0.320 1.350 1.664  0.11
H -3.051 -1.278 -1.504  -0.19
H 2.216 0.890 -0.032  -0.05
H 1.579 0.709 -1.443  -0.02
O 1.944 1.372 -0.885  -0.08
H -3.611 0.652 1.609  0.04
H -2.394 0.146 0.881  -0.10
O -2.663 0.599 1.709  -0.11
H 2.460 -3.160 0.099  0.04
H 2.062 -1.681 0.585  -0.12
O 2.020 -2.364 -0.151  -0.11
H -1.140 2.202 -0.849  -0.02
H 0.357 2.468 -0.880  -0.04
O -0.444 2.770 -0.536  -0.04
H 1.296 -1.563 -1.589  -0.02
H -0.131 -1.088 -1.940  -0.15
O 0.821 -0.915 -2.111  -0.14